No. 1
The molecule C4H5NO. Source: the Open Molecules 2025 dataset; level of theory: wB97M-V/def2-TZVPD.

Geometry (Å):
N 2.8002 0.6955 0.1014
C 1.8774 0.0059 -0.0005
C 0.6852 -0.8357 -0.1412
C -0.5361 -0.1916 0.4905
C -1.2192 0.9068 -0.1864
O -1.7519 -0.4124 -0.1967
H 0.8811 -1.8187 0.3019
H 0.4785 -0.9877 -1.2061
H -0.6050 -0.2604 1.5771
H -1.7790 1.6331 0.4004
H -0.8313 1.2652 -1.1403

Properties
LUMO level (eV): 0.87
Relative energy (zero: lowest compared OMol25 entry of this formula, charge and spin) (kcal per mole): 36.2
HOMO-LUMO gap (Eh): 0.4352
Multiplicity: 1

Löwdin charges, unit e, in atom order: number 1, N, carries 0.14; number 2, C, carries -0.22; number 3, C, carries -0.12; number 4, C, carries -0.31; number 5, C, carries -0.10; number 6, O, carries -0.03; number 7, H, carries 0.13; number 8, H, carries 0.13; number 9, H, carries 0.15; number 10, H, carries 0.12; number 11, H, carries 0.12


No. 2
C33H33BF6O3S as an isolated structure. Source: the Open Molecules 2025 dataset; level of theory: wB97M-V/def2-TZVPD.

Geometry (Å):
C -3.2756 4.0080 -1.0850
C -2.1145 3.0905 -1.1012
C -1.7945 2.1684 -2.1168
C -0.6221 1.4599 -1.9239
C 0.1263 1.8157 -0.7015
B -1.5875 -2.4092 1.3739
C 1.4193 2.5478 -0.8898
C 1.9964 3.1945 0.2108
C 3.2744 3.7248 0.1271
C 3.8801 4.3582 1.3550
F 4.8187 5.2981 1.0341
F 2.9369 4.9776 2.1333
F 4.4970 3.4168 2.1479
C 4.0057 3.6478 -1.0547
C 3.4469 2.9812 -2.1360
C 4.2728 2.7518 -3.3778
F 4.6616 1.4286 -3.4698
F 3.5703 3.0400 -4.5185
F 5.4134 3.5037 -3.3928
C 2.1486 2.4658 -2.0793
O -2.4720 -1.9402 2.2992
C -3.4069 -0.9564 1.7900
C -4.0399 -1.4248 0.4560
C -5.0112 -2.5726 0.7258
C -4.7688 -0.2399 -0.1626
C -2.9789 -1.9694 -0.5327
O -1.9860 -2.8033 0.1274
S -0.9979 3.0225 0.1568
H -3.6910 4.1036 -2.0896
H -4.0732 3.6526 -0.4225
H -2.9669 4.9993 -0.7382
H -2.4464 2.0959 -2.9853
H -0.2860 0.6676 -2.5872
H 1.4742 3.2988 1.1612
H 4.9984 4.0823 -1.1196
H 1.7199 1.9654 -2.9447
H -4.1781 -0.8448 2.5641
H -2.8735 0.0079 1.6629
H -5.4268 -2.9222 -0.2276
H -4.4741 -3.4008 1.2115
H -5.8328 -2.2384 1.3694
H -5.2716 -0.5284 -1.0933
H -5.5252 0.1437 0.5338
H -4.0622 0.5725 -0.3831
H -3.4551 -2.6320 -1.2745
H -2.4426 -1.1522 -1.0556
C -1.0187 -3.6750 5.2523
O -0.5413 -2.3230 5.1337
C -0.0357 -1.9096 3.9498
C 0.0504 -0.5003 3.7849
C 0.1032 0.0450 2.5335
C 0.1222 -0.7549 1.3525
C 0.3638 -0.1335 0.1288
C 1.1784 -0.8173 -0.8675
C 2.5357 -0.4567 -1.0874
C 3.3689 -1.2586 -1.8496
C 2.8670 -2.4062 -2.4696
C 3.7791 -3.2773 -3.2539
C 1.5108 -2.7221 -2.3513
C 0.6812 -1.9423 -1.5642
C 0.0079 -2.2543 1.5510
C 0.2440 -2.7673 2.8941
H -1.4484 -3.7174 6.2515
H -1.7890 -3.8931 4.4990
H -0.1843 -4.3773 5.1610
H 0.0045 0.1035 4.6872
H 0.1735 1.1278 2.4379
H 0.3306 1.0376 0.2656
H 2.9281 0.4283 -0.5889
H 4.4191 -0.9982 -1.9598
H 3.2890 -4.2275 -3.4770
H 4.0835 -2.8194 -4.2024
H 4.6861 -3.4701 -2.6740
H 1.1114 -3.6006 -2.8704
H -0.3789 -2.2016 -1.4624
H 0.4797 -2.8727 0.7835
H 0.4786 -3.8226 3.0353

Properties
LUMO level (eV): -0.35
Relative energy (zero: lowest compared OMol25 entry of this formula, charge and spin) (kcal per mole): 147.4
HOMO-LUMO gap (Eh): 0.2204
Multiplicity: 1

Löwdin charges, unit e, in atom order: number 1, C, carries -0.12; number 2, C, carries -0.64; number 3, C, carries -0.13; number 4, C, carries -0.12; number 5, C, carries -0.47; number 6, B, carries -0.62; number 7, C, carries -0.22; number 8, C, carries 0.01; number 9, C, carries -0.10; number 10, C, carries -0.50; number 11, F, carries 0.12; number 12, F, carries 0.12; number 13, F, carries 0.12; number 14, C, carries 0.06; number 15, C, carries -0.10; number 16, C, carries -0.50; number 17, F, carries 0.11; number 18, F, carries 0.12; number 19, F, carries 0.12; number 20, C, carries 0.05; number 21, O, carries 0.11; number 22, C, carries -0.07; number 23, C, carries -0.51; number 24, C, carries -0.03; number 25, C, carries -0.04; number 26, C, carries -0.09; number 27, O, carries 0.09; number 28, S, carries 1.09; number 29, H, carries 0.08; number 30, H, carries 0.08; number 31, H, carries 0.07; number 32, H, carries 0.11; number 33, H, carries 0.11; number 34, H, carries 0.11; number 35, H, carries 0.13; number 36, H, carries 0.14; number 37, H, carries 0.14; number 38, H, carries 0.14; number 39, H, carries 0.09; number 40, H, carries 0.10; number 41, H, carries 0.09; number 42, H, carries 0.09; number 43, H, carries 0.09; number 44, H, carries 0.08; number 45, H, carries 0.14; number 46, H, carries 0.13; number 47, C, carries -0.05; number 48, O, carries -0.08; number 49, C, carries -0.30; number 50, C, carries 0.03; number 51, C, carries -0.02; number 52, C, carries -0.12; number 53, C, carries -0.02; number 54, C, carries -0.20; number 55, C, carries -0.01; number 56, C, carries -0.03; number 57, C, carries -0.29; number 58, C, carries -0.06; number 59, C, carries -0.03; number 60, C, carries -0.03; number 61, C, carries -0.10; number 62, C, carries 0.01; number 63, H, carries 0.09; number 64, H, carries 0.10; number 65, H, carries 0.09; number 66, H, carries 0.13; number 67, H, carries 0.11; number 68, H, carries 0.03; number 69, H, carries 0.12; number 70, H, carries 0.12; number 71, H, carries 0.07; number 72, H, carries 0.09; number 73, H, carries 0.08; number 74, H, carries 0.12; number 75, H, carries 0.11; number 76, H, carries 0.14; number 77, H, carries 0.12


No. 3
The molecule C6H11N3. Source: the Open Molecules 2025 dataset; level of theory: wB97M-V/def2-TZVPD.

Geometry (Å):
C 1.2829 -1.9060 0.2038
C 1.5568 0.4073 -0.2145
C -0.7100 -1.1075 -0.8069
C 2.4817 1.5876 -0.1811
C -1.8587 -0.1208 1.2179
C -2.5440 0.4988 -1.0631
N 0.0856 -1.8978 -0.2785
N 2.1116 -0.7273 0.0734
N -1.6836 -0.4115 -0.1836
H 1.7809 -2.7745 0.4735
H 3.5229 1.4450 0.1062
H 2.3732 1.9417 -1.2418
H 2.0569 2.3525 0.5277
H -1.6317 0.7931 1.5183
H -2.8044 -0.3578 1.5708
H -1.1146 -0.8406 1.6949
H -3.4495 0.1010 -1.3420
H -2.6889 1.3616 -0.5145
H -1.9600 0.6673 -1.9201
H 3.1928 -1.0123 0.3597

Properties
LUMO level (eV): 1.00
Relative energy (zero: lowest compared OMol25 entry of this formula, charge and spin) (kcal per mole): 127.7
HOMO-LUMO gap (Eh): 0.3058
Multiplicity: 1

Löwdin charges, unit e, in atom order: number 1, C, carries -0.17; number 2, C, carries -0.14; number 3, C, carries -0.15; number 4, C, carries -0.14; number 5, C, carries -0.06; number 6, C, carries -0.01; number 7, N, carries 0.04; number 8, N, carries -0.05; number 9, N, carries -0.18; number 10, H, carries 0.08; number 11, H, carries 0.05; number 12, H, carries 0.08; number 13, H, carries 0.08; number 14, H, carries 0.03; number 15, H, carries 0.07; number 16, H, carries 0.11; number 17, H, carries 0.05; number 18, H, carries 0.05; number 19, H, carries 0.06; number 20, H, carries 0.21


No. 4
C35H32IN10NaO4 as an isolated structure. Source: the Open Molecules 2025 dataset; level of theory: wB97M-V/def2-TZVPD.

Geometry (Å):
Na -0.4599 1.6755 -0.2300
C 0.0478 -3.2094 2.3150
C 0.0386 -1.9724 1.6357
N -0.4098 -1.8160 0.4141
C -0.9137 -2.8904 -0.2461
C -0.9835 -4.1683 0.3594
C -0.4656 -4.2964 1.6708
C -1.5641 -5.2632 -0.3308
C -2.0688 -5.0512 -1.5858
C -1.9854 -3.8054 -2.2228
C -1.3924 -2.6896 -1.6135
N -1.2907 -1.4488 -2.1204
C -1.3619 -1.1386 -3.4236
C -1.0677 -1.9698 -4.5165
C -1.0813 -1.5028 -5.8375
C -1.4048 -0.2103 -6.1518
C -1.6998 0.6897 -5.0964
C -2.0393 2.0412 -5.3323
C -2.3086 2.8709 -4.2848
C -2.2190 2.3524 -2.9773
N -1.8990 1.1096 -2.7178
C -1.6592 0.2584 -3.7476
H 0.4539 -3.2363 3.3178
H 0.4242 -1.0937 2.1400
H -0.4971 -5.2717 2.1477
H -1.6130 -6.2336 0.1501
H -2.5439 -5.8704 -2.1180
H -2.4178 -3.6985 -3.2077
H -0.7947 -2.9999 -4.3337
H -0.8312 -2.2004 -6.6317
H -1.4325 0.1407 -7.1771
H -2.0773 2.3983 -6.3570
H -2.5683 3.9116 -4.4333
H -2.4038 2.9877 -2.1182
C 2.7491 -2.6805 -0.3904
N 2.5914 -1.5849 -1.3395
C 2.0431 -2.0363 -2.6067
C 2.1049 -0.3536 -0.8695
N 1.1464 0.3122 -1.3525
N 2.8899 0.1375 0.1803
C 2.4191 0.6582 1.3879
N 3.3490 0.5154 2.3998
N 1.2792 1.2292 1.4810
H 3.5285 -3.3586 -0.7486
H 1.8195 -3.2493 -0.2743
H 3.0332 -2.3058 0.5903
H 2.6972 -2.8135 -3.0090
H 2.0067 -1.2068 -3.3115
H 1.0324 -2.4449 -2.5062
H 0.5240 -0.2742 -1.9106
H 3.8169 -0.2493 0.2229
H 3.8436 -0.3649 2.3717
H 2.9999 0.6724 3.3552
H 1.0938 1.4443 2.4574
O -0.3101 3.9931 -0.8059
N -1.1673 4.7939 -0.3807
N -2.1555 4.2335 0.2596
O -2.2668 2.9493 0.4560
C -3.1559 5.0985 0.7656
C -3.1014 6.4847 0.5992
C -4.1133 7.2732 1.1172
C -5.1841 6.7063 1.8015
C -5.2274 5.3298 1.9613
C -4.2218 4.5225 1.4485
H -2.2688 6.9212 0.0695
H -4.0642 8.3480 0.9854
H -5.9706 7.3326 2.2046
H -6.0532 4.8719 2.4930
H -4.2264 3.4481 1.5565
I 2.4018 -2.7599 11.4376
C 2.2917 -2.0574 9.4601
C 2.8855 -0.8473 9.1379
C 2.8084 -0.3928 7.8280
C 2.1536 -1.1326 6.8508
C 1.5660 -2.3408 7.2034
C 1.6273 -2.8136 8.5078
C 2.0828 -0.6283 5.3994
O 2.6115 0.4927 5.1971
O 1.5176 -1.3777 4.5852
H 3.3978 -0.2682 9.8949
H 3.2531 0.5486 7.5327
H 1.0578 -2.9003 6.4285
H 1.1656 -3.7543 8.7774

Properties
LUMO level (eV): 3.07
Relative energy (zero: lowest compared OMol25 entry of this formula, charge and spin) (kcal per mole): 13.0
Charge: -2
HOMO-LUMO gap (Eh): 0.1704
Multiplicity: 1

Löwdin charges, unit e, in atom order: number 1, Na, carries 0.34; number 2, C, carries -0.06; number 3, C, carries -0.14; number 4, N, carries 0.14; number 5, C, carries -0.17; number 6, C, carries -0.19; number 7, C, carries -0.04; number 8, C, carries -0.10; number 9, C, carries -0.13; number 10, C, carries -0.06; number 11, C, carries -0.25; number 12, N, carries 0.08; number 13, C, carries -0.25; number 14, C, carries -0.07; number 15, C, carries -0.13; number 16, C, carries -0.10; number 17, C, carries -0.18; number 18, C, carries -0.05; number 19, C, carries -0.07; number 20, C, carries -0.13; number 21, N, carries 0.14; number 22, C, carries -0.15; number 23, H, carries 0.08; number 24, H, carries 0.08; number 25, H, carries 0.10; number 26, H, carries 0.09; number 27, H, carries 0.09; number 28, H, carries 0.09; number 29, H, carries 0.09; number 30, H, carries 0.09; number 31, H, carries 0.09; number 32, H, carries 0.10; number 33, H, carries 0.09; number 34, H, carries 0.08; number 35, C, carries -0.07; number 36, N, carries -0.16; number 37, C, carries -0.07; number 38, C, carries -0.46; number 39, N, carries 0.18; number 40, N, carries 0.12; number 41, C, carries -0.53; number 42, N, carries 0.14; number 43, N, carries 0.14; number 44, H, carries 0.08; number 45, H, carries 0.08; number 46, H, carries 0.08; number 47, H, carries 0.08; number 48, H, carries 0.09; number 49, H, carries 0.07; number 50, H, carries 0.03; number 51, H, carries 0.12; number 52, H, carries 0.08; number 53, H, carries 0.05; number 54, H, carries 0.07; number 55, O, carries -0.14; number 56, N, carries -0.06; number 57, N, carries -0.28; number 58, O, carries -0.16; number 59, C, carries -0.17; number 60, C, carries -0.04; number 61, C, carries -0.12; number 62, C, carries -0.13; number 63, C, carries -0.10; number 64, C, carries -0.02; number 65, H, carries 0.09; number 66, H, carries 0.09; number 67, H, carries 0.08; number 68, H, carries 0.09; number 69, H, carries 0.11; number 70, I, carries 0.76; number 71, C, carries -0.75; number 72, C, carries -0.17; number 73, C, carries -0.03; number 74, C, carries -0.12; number 75, C, carries -0.02; number 76, C, carries -0.17; number 77, C, carries -0.65; number 78, O, carries -0.06; number 79, O, carries -0.03; number 80, H, carries 0.08; number 81, H, carries 0.11; number 82, H, carries 0.11; number 83, H, carries 0.08


Question: Look up the relative energy (zero: lowest compared OMol25 entry of this formula, charge and spin) of the third one.
Answer: 127.7 kcal per mole